ORCA calculation (ωB97M-V with the def2-TZVPD basis set) on a cluster of 6 separate species, C28H81Cl2N13O5P4 in total at a distorted geometry.

Element x y z (Å)
C1 -2.683 -19.053 23.182
Cl1 -1.349 -19.535 22.157
Cl2 -3.350 -17.424 22.971
H1 -3.505 -19.736 23.123
H2 -2.301 -18.955 24.228
C2 0.114 -13.855 21.489
O1 0.188 -12.663 21.362
N1 0.027 -14.740 20.455
C3 -0.092 -16.117 20.722
C4 -0.020 -14.447 19.076
H3 0.175 -14.401 22.496
H4 -0.201 -16.467 21.742
H5 0.858 -16.687 20.435
H6 -0.821 -16.581 20.030
H7 -0.929 -14.719 18.690
H8 0.221 -13.411 18.837
H9 0.720 -15.059 18.558
O2 0.708 -17.937 16.884
P1 1.191 -16.739 16.113
N2 1.859 -17.021 14.580
C5 3.125 -17.703 14.720
C6 1.013 -17.597 13.570
N3 2.394 -16.002 16.979
C7 3.014 -14.727 16.703
C8 3.075 -16.795 17.975
N4 0.030 -15.623 15.797
C9 0.224 -14.397 15.022
C10 -1.347 -15.668 16.273
H10 3.729 -17.726 13.818
H11 2.956 -18.757 15.115
H12 3.755 -17.184 15.464
H13 1.414 -17.300 12.585
H14 -0.026 -17.188 13.619
H15 0.982 -18.672 13.630
H16 3.231 -14.352 17.722
H17 3.991 -14.823 16.094
H18 2.313 -14.015 16.245
H19 2.851 -17.839 17.862
H20 4.168 -16.587 17.910
H21 2.716 -16.467 18.988
H22 0.418 -13.474 15.579
H23 1.071 -14.558 14.326
H24 -0.679 -14.249 14.431
H25 -1.964 -15.711 15.376
H26 -1.552 -14.686 16.664
H27 -1.551 -16.468 17.008
O3 -1.578 -10.076 26.980
P2 -0.966 -9.850 25.671
N5 0.493 -10.762 25.631
C11 0.581 -11.956 26.499
C12 1.217 -10.853 24.402
N6 -0.334 -8.252 25.507
C13 0.743 -8.101 26.468
C14 -1.436 -7.318 25.697
N7 -2.173 -9.988 24.602
C15 -3.521 -10.182 25.030
C16 -2.033 -9.705 23.197
H28 0.765 -12.850 25.887
H29 -0.294 -12.070 27.137
H30 1.418 -11.814 27.158
H31 1.120 -9.907 23.838
H32 0.903 -11.658 23.772
H33 2.226 -11.055 24.690
H34 0.378 -8.398 27.487
H35 1.594 -8.672 26.192
H36 0.981 -7.103 26.503
H37 -2.260 -7.264 24.939
H38 -1.983 -7.431 26.610
H39 -1.055 -6.323 25.717
H40 -4.087 -9.205 25.001
H41 -4.004 -10.886 24.369
H42 -3.551 -10.488 26.083
H43 -1.097 -9.211 23.027
H44 -2.810 -8.982 22.831
H45 -2.014 -10.655 22.631
O4 1.246 -12.076 17.545
P3 1.624 -10.689 17.947
N8 2.347 -10.392 19.391
C17 3.337 -11.377 19.855
C18 1.556 -9.879 20.543
N9 0.235 -9.744 17.882
C19 0.322 -8.324 17.983
C20 -0.993 -10.452 18.332
N10 2.655 -9.976 16.823
C21 2.282 -9.780 15.419
C22 3.846 -9.247 17.206
H46 2.867 -12.091 20.494
H47 4.113 -10.797 20.393
H48 3.834 -11.900 19.023
H49 1.097 -8.931 20.236
H50 2.273 -9.650 21.365
H51 0.948 -10.582 21.027
H52 -0.197 -7.897 17.166
H53 -0.214 -7.982 18.898
H54 1.355 -8.072 17.893
H55 -1.746 -10.543 17.482
H56 -0.794 -11.452 18.736
H57 -1.444 -9.792 19.056
H58 2.883 -10.410 14.718
H59 1.219 -9.949 15.330
H60 2.365 -8.704 15.105
H61 4.736 -9.870 16.929
H62 3.860 -9.038 18.271
H63 3.986 -8.247 16.730
O5 3.006 -14.774 25.976
P4 4.327 -14.931 25.321
N11 4.192 -15.665 23.833
C23 3.432 -14.919 22.800
C24 4.143 -17.109 23.671
N12 5.269 -15.988 26.095
C25 4.994 -16.323 27.435
C26 6.650 -16.204 25.750
N13 4.976 -13.409 25.047
C27 4.625 -12.250 25.742
C28 5.991 -13.211 23.963
H64 2.867 -14.091 23.182
H65 2.785 -15.638 22.290
H66 4.092 -14.413 22.108
H67 4.358 -17.283 22.621
H68 3.183 -17.598 23.932
H69 4.956 -17.627 24.224
H70 5.863 -16.100 28.036
H71 4.200 -15.796 27.895
H72 4.856 -17.374 27.528
H73 6.898 -16.074 24.727
H74 7.294 -15.661 26.392
H75 6.889 -17.249 25.959
H76 5.357 -12.034 26.604
H77 4.461 -11.348 25.152
H78 3.705 -12.389 26.284
H79 7.056 -13.315 24.289
H80 5.922 -12.158 23.523
H81 5.838 -13.804 23.093

## Properties
Calculated total energy: -4489.38787 hartree
SMILES string: CN(C)P(=O)(N(C)C)N(C)C.CN(C)P(=O)(N(C)C)N(C)C.CN(C)P(=O)(N(C)C)N(C)C.CN(C)P(=O)(N(C)C)N(C)C.CN(C)C=O.ClCCl
Multiplicity: 1
E_HOMO: -8.36 eV


ORCA calculation (ωB97M-V with the def2-TZVPD basis set) on a cluster of 13 separate species, C28H82O13 in total at a distorted geometry.

Element x y z (Å)
C1 17.262 10.079 8.557
C2 16.798 11.293 9.354
O1 15.387 11.080 9.443
H1 17.066 10.120 7.449
H2 16.668 9.223 8.924
H3 18.309 9.828 8.738
H4 17.036 12.246 8.853
H5 17.220 11.250 10.325
H6 14.911 11.945 9.256
C3 15.940 13.695 14.286
C4 14.835 14.751 14.080
O2 14.058 14.810 15.233
H7 15.502 12.778 14.738
H8 16.638 14.060 15.026
H9 16.448 13.483 13.331
H10 14.205 14.409 13.245
H11 15.249 15.718 13.798
H12 13.350 15.423 15.058
C5 12.685 15.382 8.409
C6 13.268 14.106 7.900
O3 13.865 13.426 8.979
H13 11.949 15.888 7.727
H14 13.452 16.175 8.563
H15 12.232 15.221 9.431
H16 14.070 14.184 7.175
H17 12.525 13.403 7.497
H18 13.296 13.422 9.777
C7 7.897 16.786 10.074
C8 9.191 16.039 10.107
O4 9.591 15.753 11.454
H19 7.973 17.824 10.298
H20 7.125 16.282 10.645
H21 7.511 16.898 9.077
H22 9.891 16.695 9.581
H23 9.078 15.143 9.523
H24 10.180 14.994 11.397
C9 12.565 9.058 8.540
C10 12.735 10.448 7.956
O5 11.631 10.777 7.101
H25 12.221 8.327 7.794
H26 11.918 9.154 9.475
H27 13.504 8.657 8.953
H28 13.689 10.500 7.424
H29 12.684 11.225 8.783
H30 11.525 10.034 6.463
C11 13.741 10.941 17.044
C12 14.161 9.619 17.423
O6 14.746 9.008 16.289
H31 12.836 10.886 16.379
H32 14.505 11.423 16.403
H33 13.500 11.649 17.886
H34 13.429 8.849 17.778
H35 14.968 9.620 18.123
H36 15.192 9.652 15.730
C13 7.771 17.909 14.573
C14 7.459 16.459 14.213
O7 8.468 15.600 13.854
H37 6.898 18.466 14.932
H38 8.260 18.350 13.740
H39 8.516 17.865 15.328
H40 6.669 16.481 13.472
H41 6.944 15.988 15.123
H42 8.800 15.738 12.921
C15 6.347 12.384 12.155
C16 6.554 12.022 10.732
O8 7.980 12.200 10.465
H43 6.572 13.450 12.209
H44 7.084 11.906 12.800
H45 5.357 12.113 12.498
H46 5.887 12.573 10.020
H47 6.390 10.956 10.490
H48 8.232 12.999 10.926
C17 13.089 6.219 13.979
C18 12.503 7.601 13.454
C19 11.013 7.360 13.156
O9 12.636 8.663 14.431
H49 14.136 6.240 14.276
H50 12.980 5.466 13.170
H51 12.473 5.858 14.806
H52 13.123 7.841 12.581
H53 10.403 8.217 12.921
H54 10.540 7.056 14.116
H55 10.887 6.596 12.366
H56 13.445 8.447 14.961
C20 10.576 17.286 17.506
C21 11.369 16.189 16.856
C22 11.002 14.850 17.434
O10 11.341 16.206 15.452
H57 9.550 17.311 17.029
H58 11.021 18.279 17.439
H59 10.529 17.153 18.595
H60 12.358 16.447 17.163
H61 11.274 14.030 16.790
H62 9.904 14.783 17.551
H63 11.387 14.643 18.423
H64 10.520 15.957 15.025
C23 12.429 18.256 10.637
C24 12.160 19.031 11.950
C25 12.739 18.262 13.104
O11 12.666 20.349 11.763
H65 12.062 18.697 9.728
H66 12.122 17.219 10.767
H67 13.530 18.218 10.656
H68 11.062 19.094 12.069
H69 12.361 17.253 13.118
H70 12.421 18.701 14.035
H71 13.841 18.265 13.193
H72 12.640 20.802 12.643
C26 11.125 13.501 13.396
C27 11.693 12.843 12.079
C28 11.499 11.407 11.982
O12 11.093 13.610 11.022
H73 11.644 13.033 14.274
H74 10.017 13.335 13.413
H75 11.244 14.585 13.340
H76 12.802 12.998 11.944
H77 11.809 11.094 10.987
H78 10.439 11.206 12.222
H79 12.137 10.840 12.692
H80 10.930 13.016 10.291
O13 9.679 12.626 8.595
H81 9.868 12.073 7.771
H82 8.887 12.278 9.003

## Properties
Calculated total energy: -2093.99129 hartree
Multiplicity: 1
E_HOMO: -9.75 eV